Entry 1:
A cluster of 2 separate species, C5H9NO in total, computed with ωB97M-V with the def2-TZVPD basis set.

Geometry as XYZ:
```
16
Properties=species:S:1:pos:R:3:forces:R:3
H -3.306744 0.184534 -0.700193 0.01 0.04 -0.05
N -2.507017 0.443250 -1.280358 0.23 -0.12 0.26
C -1.434614 0.112490 -0.688209 -0.19 0.09 -0.24
C -0.124174 0.349703 -1.320549 0.12 -0.13 0.03
C 0.992515 -0.165462 -0.809643 -0.17 -0.01 -0.10
C 0.951560 -0.951567 0.469784 -0.04 -0.05 -0.02
C -0.258025 -0.531921 1.291202 0.17 -0.01 0.10
O -1.456615 -0.529886 0.515132 -0.12 -0.04 -0.11
H -0.139358 0.951104 -2.223528 -0.03 -0.14 0.11
H 1.955598 0.014637 -1.282258 -0.19 -0.12 -0.02
H 0.895874 -2.020309 0.229642 0.03 0.05 0.08
H 1.861773 -0.800507 1.062926 -0.13 0.01 -0.13
H -0.104291 0.468569 1.717561 -0.01 -0.12 -0.12
H -0.448979 -1.226564 2.112883 0.03 0.10 -0.13
H 1.283008 1.827911 0.208128 0.18 0.21 0.20
H 1.839489 1.874019 0.697480 0.07 0.23 0.14
```
Forces are in eV/Å.

Calculated values
- E_HOMO (eV) = -9.48
- E_LUMO (eV) = 0.9
- energy relative to the best compared isomer or geometry (same formula, charge and spin) (kcal/mol) = 54.9
- multiplicity = 1
- E_tot (Eh) = -325.85001
- gap between HOMO and LUMO (eV) = 10.4
- max |F| (eV Å⁻¹) = 0.37



Entry 2:
A cluster of 2 separate species, C11H7Cl4O4 in total, computed with ωB97M-V with the def2-TZVPD basis set.

Geometry as XYZ:
```
26
Properties=species:S:1:pos:R:3:forces:R:3
Cl -1.096735 1.225714 2.097152 0.10 -0.01 -0.09
C -0.277911 -0.260285 2.183586 -1.98 -1.69 0.46
C -0.996231 -1.440319 2.270908 0.86 1.45 -0.17
Cl -2.693789 -1.446751 2.281700 -0.37 0.00 -0.09
C -0.354519 -2.759676 2.352986 -0.76 -1.28 0.08
O -0.983481 -3.805241 2.481976 1.03 1.52 -0.21
C 1.190379 -2.782090 2.308414 0.50 -1.10 0.25
O 1.799206 -3.840866 2.389750 -0.89 1.34 -0.22
C 1.849984 -1.473786 2.304496 -0.73 1.61 0.01
Cl 3.549799 -1.505616 2.378440 0.37 0.00 0.06
C 1.151687 -0.275495 2.333638 1.93 -1.72 -0.29
Cl 1.982864 1.185117 2.577300 -0.08 -0.04 0.00
C -1.684876 -0.706365 -2.646690 -0.27 -0.50 -0.05
C -0.761041 -0.124933 -1.590113 0.33 1.50 -0.39
C -0.423062 1.230809 -1.883984 0.24 0.05 0.20
C 0.532657 2.074391 -1.224573 -1.34 -0.96 -0.96
C 0.723704 3.402411 -1.943540 0.30 0.45 0.09
O 1.153229 1.799585 -0.202069 0.61 0.30 0.51
O -0.370160 -0.798089 -0.630117 -0.09 -0.53 0.27
H -1.868224 0.005485 -3.452137 0.00 -0.10 0.06
H -1.234618 -1.606790 -3.069659 -0.05 -0.07 0.05
H -2.644714 -0.979572 -2.201784 0.03 -0.11 0.05
H -0.887707 1.653416 -2.771804 0.12 -0.10 0.16
H 0.147832 3.459448 -2.869110 0.07 -0.03 0.11
H 0.414605 4.226229 -1.294714 0.07 -0.01 0.05
H 1.781123 3.543281 -2.180048 0.01 0.02 0.07
```
Forces are in eV/Å.

Calculated values
- E_HOMO (eV) = -3.88
- E_LUMO (eV) = 0.7
- energy relative to the best compared isomer or geometry (same formula, charge and spin) (kcal/mol) = 0.0
- multiplicity = 1
- E_tot (Eh) = -2565.11066
- charge = -1
- gap between HOMO and LUMO (eV) = 4.6
- max |F| (eV Å⁻¹) = 2.65



Entry 3:
A structure of composition C16H26Cl3GeN4O6Pm, computed with ωB97M-V with the def2-TZVPD basis set.

Geometry as XYZ:
```
57
Properties=species:S:1:pos:R:3:forces:R:3
Pm 8.269416 10.985290 11.788972 1.36 -0.26 0.28
O 7.818955 11.144283 16.022890 -0.29 0.01 0.24
C 8.075419 12.046843 15.101448 0.82 0.35 0.27
O 7.568148 12.024317 13.989349 -0.02 -0.13 0.13
C 9.130661 13.075605 15.621236 -0.40 -0.93 -0.87
O 9.374129 14.089282 14.708069 0.13 -0.04 -0.07
C 10.463629 13.850528 13.811742 0.01 0.66 0.44
C 10.068464 12.751151 12.855763 0.85 -1.69 -0.28
O 9.381512 13.050993 11.821614 0.37 -0.31 0.58
O 10.358305 11.522327 13.158967 -1.39 2.44 -0.58
H 7.114791 10.537523 15.736008 0.21 0.04 -0.09
H 10.030365 12.484100 15.852619 -0.19 0.08 0.05
H 8.753469 13.526358 16.522945 -0.24 0.04 0.46
H 11.378116 13.603512 14.362496 -0.17 -0.21 -0.03
H 10.603364 14.826198 13.346963 0.04 -0.30 -0.40
C 7.919041 14.190148 9.374932 0.65 -1.07 0.43
C 6.783383 13.906804 10.257742 -0.43 0.27 -0.32
C 5.708017 14.853450 10.408071 -0.43 0.61 0.04
C 4.821719 14.315038 11.273177 0.25 -0.32 0.07
C 5.347703 13.037015 11.609424 0.85 -0.35 -0.26
C 4.714788 12.027502 12.454641 -0.37 -0.24 0.90
N 6.554125 12.806343 10.985112 -0.49 -0.05 0.45
H 7.550745 14.683027 8.487219 0.14 0.05 -0.40
H 8.533692 13.289917 9.180570 -0.37 0.56 -0.14
H 8.553391 14.876901 9.921468 0.36 0.34 -0.01
H 5.591551 15.823347 9.944098 0.35 -0.10 -0.11
H 3.925378 14.733000 11.669949 -0.44 0.18 0.06
H 3.781212 11.697756 11.991636 -0.10 0.04 0.07
H 4.457235 12.464331 13.447119 0.14 -0.36 -0.59
H 5.337008 11.139251 12.588661 -0.08 0.17 0.06
C 5.936179 5.761377 11.179263 -0.04 0.23 0.59
N 6.685579 7.008417 11.241416 -0.81 0.97 0.59
C 7.949784 7.067574 10.548066 1.31 -0.97 0.13
C 6.203523 8.089449 11.847208 0.22 -1.22 -0.58
O 6.758177 9.198605 11.836605 0.03 0.59 0.15
H 6.525892 4.952056 11.622957 -0.04 0.09 -0.33
H 5.708623 5.583907 10.129410 -0.16 -0.36 0.13
H 5.029686 5.863780 11.786741 0.06 -0.06 -0.35
H 8.064794 6.147825 9.924770 -0.04 0.78 0.58
H 8.775411 7.136477 11.296727 -0.74 -0.34 -0.89
H 8.024716 7.937953 9.918642 -0.12 0.36 -0.29
H 5.252415 7.962614 12.360292 -0.17 -0.13 0.06
C 6.169662 11.923930 6.794985 0.11 -0.81 -0.65
N 7.255392 10.947533 7.088392 -0.28 0.75 0.40
C 8.080609 10.387520 6.006376 -0.15 -0.20 -0.51
C 7.593685 10.787211 8.334403 0.22 -0.40 0.00
N 7.892318 10.598407 9.438814 -0.32 0.25 -0.56
H 6.557267 12.634626 6.079716 0.08 0.28 -0.21
H 5.832459 12.469143 7.672125 0.16 -0.26 0.21
H 5.325749 11.393423 6.331540 0.18 0.19 0.21
H 8.408504 11.206128 5.325410 -0.40 -0.63 0.37
H 7.482414 9.605151 5.472960 0.62 0.77 0.24
H 8.987330 9.927412 6.422947 -0.40 0.12 -0.02
Cl 10.731692 9.881327 10.479726 -0.24 0.11 -0.19
Ge 11.594359 8.332124 12.130024 0.84 0.56 -0.17
Cl 9.524346 8.480905 13.083005 -0.94 0.09 0.88
Cl 11.294543 6.497972 10.917636 -0.10 -0.22 -0.14
```
Forces are in eV/Å.

Calculated values
- E_HOMO (spin up / spin down) (eV) = -10.61 / -10.61
- E_LUMO (spin up / spin down) (eV) = -2.2 / -4.4
- expectation value of S² = 8.765
- energy relative to the best compared isomer or geometry (same formula, charge and spin) (kcal/mol) = 0.0
- multiplicity = 6
- E_tot (Eh) = -5361.67442
- charge = +1
- gap between HOMO and LUMO (spin up / spin down) (eV) = 8.4 / 6.2
- max |F| (eV Å⁻¹) = 2.86



Entry 4:
A cluster of 15 separate species, C4H38NO15 in total, computed with ωB97M-V with the def2-TZVPD basis set.

Geometry as XYZ:
```
58
Properties=species:S:1:pos:R:3:forces:R:3
O 0.143600 2.106598 0.262899 -0.97 0.42 -0.01
C -0.969845 2.479850 0.573423 1.96 -1.54 -1.63
C -1.908742 1.443454 1.120111 -1.94 2.82 1.81
N -1.927051 0.138735 0.454017 2.12 -0.87 -0.71
C -1.399324 -0.933828 1.323193 4.79 0.03 0.28
C -3.272172 2.084636 1.033329 -0.94 -0.76 -2.02
H -1.337821 3.511575 0.370501 0.34 -0.32 0.51
H -1.625665 1.584489 2.219857 -0.03 -1.54 -1.12
H -2.892821 -0.162951 0.158646 1.31 0.84 -0.39
H -1.129790 0.222167 -0.347478 -2.48 -0.04 0.60
H -0.781365 -1.758546 0.701390 -1.44 2.06 1.43
H -2.099213 -1.403882 1.930200 -1.67 -0.71 0.65
H -0.723145 -0.328235 2.070398 -0.76 -1.93 -1.52
H -3.808670 1.573213 0.154531 0.76 1.63 0.68
H -3.069911 3.171805 0.933904 -1.27 -0.70 0.06
H -3.934934 1.807504 1.813151 -0.36 0.25 1.22
H -2.960534 0.084800 -4.891695 -0.13 1.51 0.02
H -1.960588 1.042489 -4.369243 1.23 0.33 0.53
O -2.833117 1.059927 -4.720349 -1.23 -1.90 -0.58
H 3.164308 2.990477 -2.618856 -0.50 -0.32 0.52
H 3.999281 2.024429 -1.885261 1.32 -0.91 0.31
O 3.087612 2.236914 -2.000348 -0.98 1.00 -1.19
H 1.565364 -1.013000 -3.918949 -0.33 0.39 0.13
H 2.009863 0.276696 -3.199465 -1.24 -0.38 -0.15
O 1.191939 -0.225356 -3.482858 2.02 -0.17 -0.29
H -4.700526 1.311104 -1.676658 0.57 -1.35 -0.52
H -4.165582 0.926903 -2.982222 0.66 0.86 -3.18
O -4.217633 0.570847 -2.140368 -1.20 0.46 3.78
H 0.998786 2.589102 2.986016 4.34 -1.52 -1.36
H 0.332348 3.639164 3.732937 -0.89 -1.73 -1.28
O 0.150480 2.821987 3.150376 -3.51 3.31 2.62
H -5.010924 -2.883505 0.917351 -1.72 -1.28 0.25
H -4.341658 -2.344905 -0.408538 -0.65 -0.47 -0.81
O -4.344082 -2.371949 0.534909 2.45 1.92 0.46
H 2.929891 2.893756 0.469119 -0.94 1.68 0.16
H 1.450131 3.139831 0.379181 0.60 0.71 0.03
O 2.268303 3.639078 0.602248 0.83 -1.93 -0.04
H 1.871203 -0.286226 -0.528803 -4.18 0.90 -2.69
H 2.549431 -1.401727 0.247730 0.01 1.05 -0.38
O 2.595085 -0.461385 -0.045216 3.37 -2.21 3.32
H 0.084938 -0.196692 4.811150 1.48 1.88 1.10
H -1.146068 -0.910507 4.812183 -6.62 -0.51 3.58
O -0.389354 -0.869661 4.404770 5.12 -1.33 -4.63
H 3.652820 -3.895277 -1.082422 -0.10 -0.08 -0.36
H 4.614489 -3.948861 0.058261 0.92 -0.76 0.80
O 4.051897 -3.355752 -0.399742 -0.87 1.03 -0.70
H 4.751102 -0.498953 -0.880603 -0.37 2.00 0.38
H 4.047973 0.843051 -0.324523 0.46 -1.20 -0.23
O 4.806933 0.498627 -0.828493 0.79 -0.69 -0.26
H 3.477590 -4.216710 2.523672 8.56 2.38 6.36
H 2.922797 -5.226711 1.586513 0.78 -2.59 -0.97
O 2.846317 -4.437170 2.034701 -9.43 0.02 -5.17
H -0.258988 -0.112841 -2.617670 -0.35 1.29 1.29
H -0.558028 1.415760 -2.467840 -0.09 -1.28 1.10
O -0.690148 0.554504 -1.979676 0.31 0.10 -1.81
H 0.462005 -4.118334 0.950956 -0.36 0.03 -0.16
H 1.673963 -3.631874 0.338777 1.64 0.29 0.11
O 0.757243 -3.688613 0.136876 -1.23 -0.18 0.13
```
Forces are in eV/Å.

Calculated values
- E_HOMO (eV) = -12.60
- E_LUMO (eV) = -2.5
- energy relative to the best compared isomer or geometry (same formula, charge and spin) (kcal/mol) = 103.0
- multiplicity = 1
- E_tot (Eh) = -1358.18048
- charge = +1
- gap between HOMO and LUMO (eV) = 10.1
- max |F| (eV Å⁻¹) = 10.93



Entry 5:
A cluster of 2 separate species, C17H31ClN2O3P in total, computed with ωB97M-V with the def2-TZVPD basis set.

Geometry as XYZ:
```
55
Properties=species:S:1:pos:R:3:forces:R:3
C 1.425328 2.264585 2.625756 -0.94 0.29 -0.11
C 1.764711 3.435164 1.693047 0.45 -0.62 0.32
C 1.536615 3.166817 0.215851 0.66 0.72 -0.10
O 0.224456 3.571016 -0.263689 -0.25 -0.34 0.43
C -0.763771 2.783682 0.196357 0.02 -0.43 -0.07
C -0.893704 1.457635 -0.175252 -0.07 0.91 0.31
C -1.934065 0.695255 0.377495 0.13 -0.45 -0.23
C -2.077837 -0.760399 0.046552 -0.27 0.39 -0.18
C -1.879443 -1.102168 -1.439033 0.33 -0.27 0.24
C -0.453027 -1.447450 -1.878796 -0.15 -0.92 -0.78
C -0.525352 -1.839701 -3.384725 0.14 1.06 0.32
C 0.178033 -2.607591 -1.098665 0.46 0.30 -0.16
C 1.699806 -2.650134 -1.364099 1.28 0.03 -0.44
C 2.436969 -3.153163 -0.154744 0.51 0.27 -0.18
C 2.858424 -2.354945 0.862052 -0.24 -0.38 -0.01
C 3.734540 -1.153624 0.664616 -1.14 1.10 0.07
C 2.470142 -2.727905 2.290157 1.32 -0.58 -0.67
N -2.804285 1.206095 1.237911 0.18 0.12 -0.03
N -2.642251 2.475975 1.556160 0.09 1.19 0.22
P -3.871427 3.047004 2.789477 -0.46 -0.88 0.61
O -4.746022 3.912141 1.748217 0.46 0.21 0.32
Cl -2.780846 4.460372 3.819759 0.02 -0.10 -0.39
C -1.700540 3.290457 1.107757 0.50 -0.36 -0.75
H 1.952730 2.336139 3.571835 0.18 -0.11 -0.02
H 0.360430 2.271424 2.880677 -0.02 -0.02 0.05
H 1.596603 1.300568 2.147367 0.35 -0.04 0.08
H 1.284378 4.357477 2.018096 -0.09 0.07 -0.13
H 2.836509 3.612955 1.797649 0.05 0.10 -0.10
H 2.227205 3.782679 -0.352997 -0.16 0.09 -0.20
H 1.769814 2.131419 -0.039820 -0.31 -0.12 -0.02
H -0.174342 1.067541 -0.877876 -0.12 -0.33 -0.02
H -1.351438 -1.289091 0.665660 -0.01 -0.12 0.00
H -3.067485 -1.079016 0.364885 -0.02 0.03 0.15
H -2.482128 -1.989322 -1.637028 -0.02 -0.05 -0.03
H -2.286737 -0.336360 -2.103629 -0.05 0.18 0.15
H 0.246997 -0.610656 -1.836586 -0.16 0.21 0.36
H 0.164891 -2.640976 -3.626072 -0.13 -0.18 -0.09
H -1.551033 -2.058688 -3.674296 0.19 -0.42 -0.05
H -0.222614 -0.969812 -3.972291 -0.01 -0.08 -0.19
H -0.233888 -3.558979 -1.438458 -0.30 0.01 0.13
H 0.020090 -2.538005 -0.022153 -0.04 0.04 0.03
H 1.889140 -3.266947 -2.243899 0.06 -0.03 -0.02
H 2.091478 -1.657309 -1.614243 -0.30 0.13 0.00
H 2.668607 -4.217351 -0.115128 -1.44 -0.31 0.78
H 4.776707 -1.456405 0.761633 0.02 -0.15 -0.01
H 3.610746 -0.673480 -0.307440 0.12 -0.15 -0.12
H 3.559395 -0.383297 1.422856 0.06 0.03 0.01
H 2.961270 -3.667063 2.562575 -0.16 -0.03 0.35
H 1.396950 -2.878510 2.295633 -0.08 -0.02 0.27
H 2.753836 -1.947808 2.991648 0.04 -0.05 0.13
H -5.354958 4.450761 2.279894 -0.27 0.11 -0.40
H -1.633800 4.318259 1.432305 -0.29 -0.01 0.19
O -3.450882 -2.773151 -4.620553 -0.16 0.03 -0.07
H -3.672433 -3.548717 -5.146282 0.04 -0.04 0.04
H -3.942488 -2.057395 -5.036128 0.00 0.00 0.00
```
Forces are in eV/Å.

Calculated values
- E_HOMO (eV) = -9.73
- E_LUMO (eV) = -4.5
- energy relative to the best compared isomer or geometry (same formula, charge and spin) (kcal/mol) = 0.0
- multiplicity = 1
- E_tot (Eh) = -1802.84583
- charge = +1
- gap between HOMO and LUMO (eV) = 5.2
- max |F| (eV Å⁻¹) = 1.67